Record 1
The ion C5H11N2S with charge +1 in a non-equilibrium geometry. Source: the Open Molecules 2025 dataset; level of theory: wB97M-V/def2-TZVPD.

Each line ends with the Mulliken charge.
Cartesian coordinates (Å):
C  -1.50  0.75  -1.90  0.014
C  -1.02  -0.66  -2.20  -0.529
C  0.28  -0.38  0.16  0.040
C  -0.49  -1.18  1.06  -1.505
C  0.95  1.48  1.76  -0.847
N  -1.41  1.35  -0.84  -0.430
N  1.33  0.57  0.65  -0.048
S  0.65  -0.94  -1.52  -0.029
H  -1.89  1.22  -2.73  0.462
H  -1.78  -1.48  -1.83  0.264
H  -0.97  -0.76  -3.29  0.388
H  -1.06  -1.84  0.57  0.489
H  -1.05  -0.47  1.63  0.395
H  0.08  -1.67  1.72  0.460
H  0.08  2.08  1.35  0.349
H  0.74  1.05  2.82  0.334
H  1.62  2.31  1.95  0.371
H  2.15  0.07  0.89  0.329
H  1.48  1.11  -0.26  0.493

Strongest force on any atom in hartree/bohr: 0.0829
E_LUMO (spin up / spin down) in eV: -5.246 / -5.247
Total energy in eV: -19167.4846
Relative energy (zero: lowest compared OMol25 entry of this formula, charge and spin) in kcal/mol: 124.6
HOMO-LUMO gap (spin up / spin down) in eV: 7.08 / 7.08
Total charge: +1
HOMO energy (spin up / spin down) in eV: -12.33 / -12.33

=====

Record 2
A structure of composition C5H11N2S in a non-equilibrium geometry. Source: the Open Molecules 2025 dataset; level of theory: wB97M-V/def2-TZVPD.

Each line ends with the Mulliken charge.
Cartesian coordinates (Å):
C  -0.47  0.43  -1.47  -0.562
C  -1.63  -0.57  -0.89  -0.576
C  0.96  0.60  1.90  -1.138
C  0.10  0.54  0.72  0.623
C  1.80  -0.59  -0.59  -0.813
N  0.59  0.34  -0.50  0.177
N  -1.50  -0.38  0.58  -0.278
S  -0.24  2.04  1.54  -0.073
H  -0.11  0.16  -2.49  0.378
H  -0.80  1.49  -1.58  0.277
H  -2.65  -0.23  -1.15  0.341
H  -1.46  -1.55  -1.16  0.352
H  0.86  0.02  2.79  0.295
H  1.97  0.97  1.82  0.346
H  1.81  -1.40  0.23  0.325
H  1.89  -1.07  -1.54  0.326
H  2.64  0.06  -0.27  0.323
H  -2.23  0.25  0.79  0.377
H  -1.53  -1.13  1.27  0.301

Strongest force on any atom in hartree/bohr: 0.0691
E_LUMO in eV: -3.174
Total energy in eV: -19170.1173
Relative energy (zero: lowest compared OMol25 entry of this formula, charge and spin) in kcal/mol: 63.8
HOMO-LUMO gap in eV: 10.19
Total charge: +1
HOMO energy in eV: -13.36

=====

Record 3
The ion C5H11N2S2 with charge +1 in a non-equilibrium geometry. Source: the Open Molecules 2025 dataset; level of theory: wB97M-V/def2-TZVPD.

Each line ends with the Mulliken charge.
Cartesian coordinates (Å):
C  2.39  0.33  0.57  0.560
C  1.31  -1.80  -0.26  -0.649
C  0.28  -0.64  0.01  0.322
C  -0.09  0.19  -1.27  -1.218
C  -2.68  -0.84  0.54  -0.786
N  1.09  0.24  0.91  -0.254
N  3.24  1.25  0.93  -0.366
S  2.84  -0.92  -0.52  -0.105
S  -1.04  -1.18  1.22  -0.038
H  1.40  -2.48  0.52  0.478
H  0.99  -2.44  -1.15  0.386
H  -0.89  1.05  -1.11  0.324
H  -0.64  -0.44  -2.01  0.364
H  0.72  0.81  -1.64  0.354
H  -3.34  -1.12  1.43  0.332
H  -3.07  -1.36  -0.33  0.308
H  -2.69  0.26  0.48  0.283
H  0.73  0.99  1.49  0.270
H  3.07  2.01  1.56  0.217
H  4.19  1.22  0.58  0.218

Strongest force on any atom in hartree/bohr: 0.0651
E_LUMO in eV: -3.192
Total energy in eV: -30007.5122
Relative energy (zero: lowest compared OMol25 entry of this formula, charge and spin) in kcal/mol: 14.2
HOMO-LUMO gap in eV: 9.30
Total charge: +1
HOMO energy in eV: -12.49

=====

Record 4
A cluster of 2 separate species, C5H11N3 in total in a non-equilibrium geometry. Source: the Open Molecules 2025 dataset; level of theory: wB97M-V/def2-TZVPD.

Each line ends with the Mulliken charge.
Cartesian coordinates (Å):
C  -0.88  0.32  0.44  0.517
C  -0.15  1.58  0.77  -1.102
C  1.41  -0.62  -1.53  -0.753
C  -2.19  0.40  -0.27  -1.202
N  -0.51  -0.81  1.00  0.366
N  0.74  -1.03  1.38  -0.964
C  2.23  -0.74  -0.16  0.527
N  3.28  -0.69  0.31  -0.593
H  -1.10  -1.62  0.73  0.253
H  0.86  -1.98  1.71  0.228
H  -2.84  1.14  0.21  0.295
H  0.83  1.35  1.18  0.378
H  -0.06  2.22  -0.11  0.288
H  -0.71  2.14  1.53  0.379
H  2.15  -0.24  -2.24  0.306
H  1.12  -1.63  -1.81  0.249
H  0.57  0.07  -1.55  0.193
H  -2.04  0.71  -1.31  0.274
H  -2.71  -0.56  -0.27  0.360

Strongest force on any atom in hartree/bohr: 0.0598
E_LUMO (spin up / spin down) in eV: 0.507 / 0.507
Total energy in eV: -9830.1359
Relative energy (zero: lowest compared OMol25 entry of this formula, charge and spin) in kcal/mol: 86.9
HOMO-LUMO gap (spin up / spin down) in eV: 7.91 / 7.91
Total charge: 0
HOMO energy (spin up / spin down) in eV: -7.41 / -7.41

=====

Record 5
A structure of composition C5H11N3 in a non-equilibrium geometry. Source: the Open Molecules 2025 dataset; level of theory: wB97M-V/def2-TZVPD.

Each line ends with the Mulliken charge.
Cartesian coordinates (Å):
C  0.73  1.90  -0.79  -0.798
C  -1.72  -0.88  0.15  -1.411
N  0.14  0.58  -0.77  -0.197
N  0.96  -0.31  0.03  -0.170
C  -0.74  0.20  0.52  1.016
C  1.32  -1.58  -0.40  -0.161
C  -0.93  1.02  1.58  -1.136
N  0.83  -2.11  -1.44  -0.561
H  1.56  0.09  0.76  0.367
H  1.19  -3.04  -1.60  0.225
H  2.04  -2.04  0.29  0.357
H  0.03  2.54  -1.32  0.298
H  1.70  1.86  -1.30  0.292
H  0.91  2.37  0.19  0.293
H  -1.78  -1.64  0.92  0.255
H  -2.71  -0.44  0.03  0.384
H  -1.43  -1.34  -0.79  0.419
H  -0.21  1.76  1.89  0.251
H  -1.89  1.05  2.06  0.276

Strongest force on any atom in hartree/bohr: 0.0811
E_LUMO in eV: 0.848
Total energy in eV: -9829.5210
Relative energy (zero: lowest compared OMol25 entry of this formula, charge and spin) in kcal/mol: 101.1
HOMO-LUMO gap in eV: 8.25
Total charge: 0
HOMO energy in eV: -7.40

=====

Record 6
The molecule C5H11N3 in a non-equilibrium geometry. Source: the Open Molecules 2025 dataset; level of theory: wB97M-V/def2-TZVPD.

Each line ends with the Mulliken charge.
Cartesian coordinates (Å):
H  -1.73  0.05  1.52  0.304
N  -1.02  -0.62  1.86  -0.694
N  -0.56  -1.38  0.96  -0.015
C  -0.54  -1.06  -0.36  0.356
N  -0.24  -2.12  -1.23  -0.488
C  -1.52  0.26  -1.13  -0.891
C  -0.13  0.35  -0.77  -0.025
C  0.46  1.37  0.47  -0.616
C  1.83  0.92  0.93  -1.091
H  -0.60  -3.01  -0.93  0.261
H  0.75  -2.19  -1.50  0.231
H  -1.79  0.30  -2.17  0.297
H  -2.33  0.51  -0.45  0.204
H  0.59  0.38  -1.57  0.447
H  -0.22  1.53  1.31  0.378
H  0.49  2.31  -0.08  0.381
H  2.41  0.51  0.11  0.279
H  1.76  0.13  1.68  0.296
H  2.39  1.75  1.36  0.386

Strongest force on any atom in hartree/bohr: 0.0849
SMILES: [H]/N=N\[C@@]1(N)C[C@H]1CC
E_LUMO in eV: 0.495
Total energy in eV: -9829.8844
Relative energy (zero: lowest compared OMol25 entry of this formula, charge and spin) in kcal/mol: 92.7
HOMO-LUMO gap in eV: 8.61
Total charge: 0
HOMO energy in eV: -8.11